This record from OMol25 describes an isolated molecule of C7H8N2. The level of theory is ωB97M-V with the def2-TZVPD basis set.

Summary:
**E**: -10365.2747 eV
**HOMO level**: -0.31147 Ha
**Structure (SMILES)**: C#Cc1[nH]ncc1CC
**Frontier orbital gap**: 9.13 eV
**F_max**: 4.6 eV/Å
**Energy relative to the best compared isomer or geometry (same formula, charge and spin)**: 2.9080 eV

Element x y z (Å)
C  -1.87786  2.84813  -0.92198
C  -1.52612  1.69764  -0.82125
C  -0.52851  -1.72691  0.27251
C  -1.24915  0.32044  -0.56199
C  0.02747  -0.48616  -0.24893
C  2.24557  -0.26042  0.96887
C  1.48278  -0.22961  -0.42208
N  -1.85259  -1.64608  0.34636
N  -2.29022  -0.45377  -0.05010
H  -2.12050  3.72758  -1.45847
H  -0.02511  -2.63267  0.51255
H  1.93819  0.51488  1.62499
H  3.29491  -0.23034  0.90642
H  2.20465  -1.23185  1.44591
H  1.80198  -1.04301  -1.03214
H  1.65773  0.82075  -0.68486
H  -3.18324  0.01139  0.12417

Cartesian forces, eV/Å:
C 0.34 -0.60 -0.76
C 0.26 -0.46 0.23
C -0.82 3.49 -1.66
C 2.92 -1.97 2.50
C -4.55 0.54 -0.18
C -0.88 -1.64 -0.97
C -0.02 1.27 2.48
N -1.42 -0.76 1.15
N 2.94 0.71 -1.28
H -0.18 0.51 0.31
H 0.19 -0.43 0.24
H -0.55 0.58 0.58
H 1.55 0.79 -0.89
H -0.96 -0.28 0.38
H 1.03 0.07 -0.95
H 0.00 -0.59 -1.20
H 0.16 -1.22 0.03

This record from OMol25 describes a structure of composition C7H8N2O. The level of theory is ωB97M-V with the def2-TZVPD basis set.

Summary:
**E**: -12408.4452 eV
**HOMO level**: -0.34114 Ha
**Frontier orbital gap**: 9.82 eV
**F_max**: 5.3 eV/Å
**Energy relative to the best compared isomer or geometry (same formula, charge and spin)**: 7.9534 eV

Element x y z (Å)
N  3.17190  0.19098  0.10809
C  2.07806  -0.09418  -0.35299
C  0.67378  0.14180  -0.11847
C  -0.57184  -0.57293  -0.63584
C  -0.31616  -0.45571  0.85125
N  -0.93882  0.84074  1.21603
C  -2.21678  0.87511  0.43024
C  -1.35641  0.73998  -0.83395
C  -0.21067  1.39450  -0.00557
H  -0.62715  -1.52275  -1.16372
H  -0.17700  -1.29658  1.52839
H  -2.93993  0.08579  0.67792
H  -2.67931  1.86607  0.52880
H  -1.65796  1.04210  -1.84077
H  0.10032  2.44216  -0.02264
O  2.36795  -1.99371  -0.00071
H  1.87332  -2.41089  -0.71234
H  3.42672  -1.27251  0.34630

Cartesian forces, eV/Å:
N -1.60 -0.58 -1.79
C 3.12 0.66 4.24
C -0.55 -0.58 -1.06
C 0.08 -0.02 -0.20
C 0.42 -0.42 0.19
N 0.12 0.10 0.19
C -0.26 -0.02 -0.06
C -0.21 0.09 -0.25
C 0.03 0.44 -0.21
H -0.02 0.31 0.14
H -0.05 0.32 -0.18
H 0.19 0.20 -0.07
H 0.13 -0.25 0.02
H 0.08 -0.08 0.24
H -0.09 -0.30 0.04
O -0.44 0.93 1.12
H 1.18 -0.88 -0.42
H -2.13 0.09 -1.93

This record from OMol25 describes an isolated molecule of C7H8N2O. The level of theory is ωB97M-V with the def2-TZVPD basis set.

Summary:
**E**: -12409.5396 eV
**HOMO level**: -0.32082 Ha
**Frontier orbital gap**: 8.82 eV
**F_max**: 7.9 eV/Å
**Energy relative to the best compared isomer or geometry (same formula, charge and spin)**: 6.8590 eV

Element x y z (Å)
C  -0.96268  -0.73578  -0.69274
C  1.04132  0.72408  -1.75471
C  -0.20002  -0.13745  1.49715
C  0.75737  0.60260  0.82788
C  0.26728  0.22695  2.83370
C  1.49112  0.95367  2.10515
C  -0.57169  -0.42122  -3.11991
N  -1.19057  -0.79718  0.56461
N  -0.05421  -0.16429  -1.80203
O  1.25892  1.04809  -0.53097
H  -1.71418  -1.28019  -1.22079
H  -0.59341  0.75237  3.32906
H  0.55679  -0.62516  3.53463
H  2.55781  0.57566  2.26303
H  1.38232  1.95155  2.55540
H  -1.56792  0.11574  -3.21827
H  -0.01600  0.12670  -3.85587
H  -0.55335  -1.46850  -3.57678

Cartesian forces, eV/Å:
C -0.12 0.16 -0.66
C -2.86 -2.16 0.33
C 0.77 0.62 -7.86
C 0.54 -0.19 0.96
C -0.39 -2.29 1.85
C -0.22 0.72 1.27
C -1.69 0.03 -1.68
N 1.55 0.74 1.51
N 0.65 -0.12 1.64
O 0.94 0.72 3.92
H -0.41 -0.27 -0.66
H 1.40 0.40 -0.04
H -0.27 0.94 -1.00
H -1.66 0.21 -0.13
H 0.64 0.32 -0.98
H 0.65 -1.31 0.10
H 0.84 0.43 0.04
H -0.36 1.04 1.40

This record from OMol25 describes a cluster of 2 separate species, C7H8N2O4S in total. The level of theory is ωB97M-V with the def2-TZVPD basis set.

Summary:
**E**: -29391.6698 eV
**HOMO level**: -0.02105 Ha
**Charge**: -2
**Frontier orbital gap**: 6.33 eV
**F_max**: 3.1 eV/Å
**Energy relative to the best compared isomer or geometry (same formula, charge and spin)**: 0.0000 eV

Element x y z (Å)
C  0.78086  2.68011  -0.45170
C  0.76283  1.62189  -1.32142
C  0.25066  2.46633  0.81890
C  0.15467  0.46644  -1.04999
C  -0.30921  1.26319  1.17338
C  -0.37688  0.22766  0.17614
C  -1.03936  -1.06545  0.43187
N  2.36905  -3.01162  -0.93697
N  2.89304  -2.00750  -0.28045
O  3.53389  -2.12592  0.78362
O  -3.32711  -1.95543  -0.11425
O  -2.91296  0.37738  -0.53285
O  -3.19034  -0.36995  1.78024
S  -2.75031  -0.72676  0.41085
H  1.42443  3.58454  -0.78692
H  1.16583  1.91068  -2.26481
H  0.29971  3.19127  1.66634
H  0.12736  -0.38474  -1.73538
H  -0.88738  1.12463  2.07079
H  -0.88149  -1.79464  -0.51655
H  -0.88631  -1.52367  1.37267
H  2.79900  -3.94844  -0.69349

Cartesian forces, eV/Å:
C 1.55 1.32 0.51
C 0.55 2.67 -1.21
C 0.28 1.14 1.61
C -0.26 -2.72 -0.51
C -0.66 -1.50 -2.11
C 0.60 1.11 2.47
C 0.29 -1.06 -2.88
N 1.51 0.68 0.05
N -1.94 -0.46 -1.15
O 0.83 -1.03 0.17
O -0.47 -0.68 0.37
O -0.09 0.24 0.07
O 0.66 -0.37 -0.63
S -2.52 0.57 -0.34
H -1.48 -1.30 0.98
H 0.37 -0.67 -0.92
H 0.03 -0.11 -1.08
H 0.15 0.50 -0.10
H 0.26 -0.02 0.43
H -0.15 1.53 2.59
H 0.76 -0.61 0.79
H -0.28 0.75 0.89

This record from OMol25 describes the ion C7H8N3 with charge +1. The level of theory is ωB97M-V with the def2-TZVPD basis set.

Summary:
**E**: -11850.9062 eV
**HOMO level**: -0.49420 Ha
**Charge**: +1
**Structure (SMILES)**: Cn1cc[n+]2ccncc12
**Frontier orbital gap**: 8.78 eV
**F_max**: 4.0 eV/Å
**Energy relative to the best compared isomer or geometry (same formula, charge and spin)**: 0.0137 eV

Element x y z (Å)
C  -2.75962  -0.01612  -0.00365
C  -0.99073  1.43309  0.06478
C  1.56702  -1.14264  0.12473
C  -2.01861  -1.14336  0.07002
C  0.33840  -1.84101  0.03588
C  -0.14524  0.35064  0.01747
C  2.30495  1.23511  0.04989
N  -2.28257  1.22426  0.06170
N  1.29608  0.18199  0.06041
N  -0.67462  -0.90363  0.02150
H  -3.81844  -0.19590  0.21488
H  -0.51506  2.37706  -0.18669
H  2.58527  -1.30622  -0.09228
H  -2.53593  -2.05974  -0.19591
H  0.04543  -2.82869  -0.16053
H  1.81973  2.21977  0.28726
H  3.23173  1.19218  0.62536
H  2.55222  1.22322  -0.99480

Cartesian forces, eV/Å:
C -1.48 -0.52 2.20
C -0.04 0.30 -1.34
C -3.09 0.00 -1.41
C 0.06 1.02 -1.73
C 2.01 1.63 0.12
C 3.38 -1.54 0.85
C -1.02 1.81 -1.02
N 0.21 1.48 -0.28
N -3.63 0.15 1.59
N 1.47 -1.15 0.26
H 0.09 0.63 -0.82
H -0.68 0.49 0.71
H 0.90 -1.38 0.39
H 0.93 -0.49 0.63
H 0.27 -1.24 0.17
H 0.43 -1.00 -0.22
H -0.57 -0.94 0.42
H 0.74 0.75 -0.52

This record from OMol25 describes the ion C7H8N3 with charge +1. The level of theory is ωB97M-V with the def2-TZVPD basis set.

Summary:
**E**: -11850.0891 eV
**HOMO level**: -0.47392 Ha
**Charge**: +1
**Structure (SMILES)**: [NH3+]C1N=c2ccccc2=N1
**Frontier orbital gap**: 7.58 eV
**F_max**: 4.6 eV/Å
**Energy relative to the best compared isomer or geometry (same formula, charge and spin)**: 0.8308 eV

Element x y z (Å)
C  -2.75090  0.69997  -0.07663
C  -2.79155  -0.75210  0.05649
C  -1.65457  1.46866  -0.19554
C  -1.64106  -1.50019  -0.09520
C  -0.41684  0.77585  -0.30423
C  -0.48033  -0.71230  -0.36436
C  1.56905  -0.04875  -0.51524
N  0.80902  1.19893  -0.22353
N  0.73777  -1.17630  -0.37074
N  2.88118  0.05184  0.27547
H  -3.72971  1.29202  0.04887
H  -3.70532  -1.10472  0.25404
H  -1.83646  2.48471  -0.16651
H  -1.35117  -2.57899  -0.03876
H  1.99552  -0.09574  -1.49435
H  3.70877  -0.31557  -0.20673
H  2.73258  -0.60852  0.98220
H  2.96038  1.06934  0.36585

Cartesian forces, eV/Å:
C -1.63 1.25 0.57
C 4.42 0.30 -1.10
C -0.67 -1.66 -0.02
C -0.78 0.33 -0.37
C 0.64 0.38 0.36
C 2.08 -0.03 0.85
C -0.08 1.58 -0.36
N 0.06 -1.09 -1.13
N -0.25 -0.76 0.41
N -0.61 -0.30 -2.10
H 1.45 -1.34 -0.27
H -3.16 -1.86 0.81
H 0.48 2.05 -0.10
H -1.33 0.88 0.09
H -0.51 0.52 -1.31
H -0.33 0.22 -0.40
H 0.01 -0.25 2.80
H 0.19 -0.21 1.26

> What is the energy relative to the best compared isomer or geometry (same formula, charge and spin) in the first record?

2.9080 eV

Please write out number 5 again, unchanged.
This record from OMol25 describes the ion C7H8N3 with charge +1. The level of theory is ωB97M-V with the def2-TZVPD basis set.

Summary:
**E**: -11850.9062 eV
**HOMO level**: -0.49420 Ha
**Charge**: +1
**Structure (SMILES)**: Cn1cc[n+]2ccncc12
**Frontier orbital gap**: 8.78 eV
**F_max**: 4.0 eV/Å
**Energy relative to the best compared isomer or geometry (same formula, charge and spin)**: 0.0137 eV

Element x y z (Å)
C  -2.75962  -0.01612  -0.00365
C  -0.99073  1.43309  0.06478
C  1.56702  -1.14264  0.12473
C  -2.01861  -1.14336  0.07002
C  0.33840  -1.84101  0.03588
C  -0.14524  0.35064  0.01747
C  2.30495  1.23511  0.04989
N  -2.28257  1.22426  0.06170
N  1.29608  0.18199  0.06041
N  -0.67462  -0.90363  0.02150
H  -3.81844  -0.19590  0.21488
H  -0.51506  2.37706  -0.18669
H  2.58527  -1.30622  -0.09228
H  -2.53593  -2.05974  -0.19591
H  0.04543  -2.82869  -0.16053
H  1.81973  2.21977  0.28726
H  3.23173  1.19218  0.62536
H  2.55222  1.22322  -0.99480

Cartesian forces, eV/Å:
C -1.48 -0.52 2.20
C -0.04 0.30 -1.34
C -3.09 0.00 -1.41
C 0.06 1.02 -1.73
C 2.01 1.63 0.12
C 3.38 -1.54 0.85
C -1.02 1.81 -1.02
N 0.21 1.48 -0.28
N -3.63 0.15 1.59
N 1.47 -1.15 0.26
H 0.09 0.63 -0.82
H -0.68 0.49 0.71
H 0.90 -1.38 0.39
H 0.93 -0.49 0.63
H 0.27 -1.24 0.17
H 0.43 -1.00 -0.22
H -0.57 -0.94 0.42
H 0.74 0.75 -0.52